Molecular formula: C38H34N5O5PtS
Method: DFT, ωB97M-V/def2-TZVPD

Last column: Löwdin charge in e.
Element x y z (Å)
Pt  -0.46  -0.91  -0.16  1.206
O  -2.19  -0.08  0.58  -0.197
C  -2.00  1.17  1.37  -0.232
C  -0.52  1.68  1.21  -0.593
O  -0.11  2.54  1.96  0.070
O  0.14  1.19  0.22  -0.156
C  -2.41  0.81  2.80  -0.124
C  -3.34  -0.21  3.01  -0.053
C  -3.77  -0.52  4.29  -0.076
C  -3.28  0.19  5.38  -0.079
C  -2.37  1.21  5.17  -0.060
C  -1.94  1.53  3.89  -0.002
C  -2.94  2.20  0.74  -0.131
C  -2.52  3.48  0.42  0.002
C  -3.39  4.38  -0.17  -0.059
C  -4.70  4.00  -0.45  -0.075
C  -5.13  2.72  -0.13  -0.062
C  -4.26  1.83  0.47  -0.023
H  -2.54  0.22  -0.28  0.077
H  -3.75  -0.76  2.18  0.097
H  -4.50  -1.31  4.44  0.105
H  -3.62  -0.05  6.38  0.106
H  -1.99  1.78  6.01  0.109
H  -1.24  2.33  3.74  0.109
H  -1.50  3.79  0.65  0.115
H  -3.05  5.38  -0.40  0.110
H  -5.38  4.71  -0.91  0.107
H  -6.15  2.43  -0.34  0.109
H  -4.62  0.85  0.74  0.115
N  3.20  -3.76  3.01  0.180
C  2.04  -4.38  3.36  -0.493
O  2.01  -5.34  4.10  0.090
C  0.76  -3.84  2.77  -0.091
C  -0.44  -4.26  3.33  0.038
C  -1.62  -3.78  2.81  -0.003
C  -1.57  -2.91  1.73  -0.098
N  -0.42  -2.51  1.18  -0.088
C  0.73  -2.97  1.70  -0.054
H  4.03  -4.08  3.47  0.121
H  3.21  -2.84  2.61  0.093
H  -0.41  -4.95  4.16  0.135
H  -2.58  -4.06  3.21  0.123
H  -2.48  -2.51  1.29  0.107
H  1.63  -2.63  1.21  0.103
C  -1.57  1.79  -4.08  -0.198
S  -0.66  0.99  -2.76  0.952
O  -1.72  0.17  -2.04  -0.575
C  0.22  -0.19  -3.76  -0.409
C  -0.42  -1.35  -4.19  -0.078
C  0.28  -2.23  -5.00  -0.065
C  1.59  -1.97  -5.35  -0.071
C  2.23  -0.82  -4.89  -0.067
C  1.54  0.08  -4.08  -0.077
H  -2.23  1.05  -4.54  0.070
H  -0.86  2.18  -4.80  0.070
H  -2.15  2.60  -3.64  0.060
H  -1.44  -1.54  -3.90  0.117
H  -0.21  -3.13  -5.36  0.113
H  2.13  -2.66  -5.99  0.112
H  3.26  -0.62  -5.16  0.115
H  2.03  0.96  -3.69  0.103
C  2.73  -2.93  -2.12  -0.025
C  1.48  -2.58  -1.64  -0.115
N  1.31  -1.47  -0.92  -0.134
C  2.35  -0.66  -0.66  -0.060
C  3.63  -0.94  -1.10  -0.173
C  3.81  -2.11  -1.84  0.009
C  4.79  -0.13  -0.72  -0.030
C  4.87  1.17  -0.40  -0.011
C  3.84  2.22  -0.44  -0.269
C  4.00  3.35  0.37  0.010
C  3.02  4.31  0.31  -0.100
N  1.97  4.21  -0.49  0.109
C  1.92  3.11  -1.23  -0.210
N  2.79  2.11  -1.26  0.131
H  2.85  -3.84  -2.69  0.122
H  0.60  -3.18  -1.82  0.124
H  2.11  0.21  -0.07  0.105
H  4.80  -2.38  -2.19  0.130
H  5.71  -0.69  -0.64  0.116
H  5.83  1.51  -0.05  0.116
H  4.86  3.45  1.03  0.115
H  3.07  5.20  0.93  0.117
H  1.07  3.02  -1.90  0.077

HOMO = -11.01 eV
Kohn-Sham gap = 0.2940 hartree
Energy relative to the best compared isomer or geometry (same formula, charge and spin) = 151.3 kJ/mol
Charge = +1

---

Molecular formula: C38H35AsN7O2Re
Method: DFT, ωB97M-V/def2-TZVPD

Last column: Löwdin spin population.
Element x y z (Å)
Re  -0.43  -0.69  -0.27  0.927
C  1.39  -3.27  0.10  0.001
N  1.48  -1.96  -0.59  0.001
C  1.60  -2.10  -2.04  0.001
C  0.24  -2.37  -2.59  0.002
N  -0.85  -1.97  -1.94  -0.002
C  -1.93  -2.28  -2.74  0.001
C  -3.30  -2.07  -2.60  -0.002
C  -4.12  -2.47  -3.64  0.000
C  -3.60  -3.08  -4.79  -0.002
C  -2.25  -3.33  -4.93  -0.001
C  -1.43  -2.91  -3.91  -0.001
N  -0.06  -2.95  -3.75  0.001
C  0.44  -3.18  1.25  0.007
N  -0.45  -2.19  1.37  0.017
C  -1.14  -2.45  2.55  0.002
C  -2.13  -1.74  3.22  -0.001
C  -2.63  -2.29  4.39  0.000
C  -2.16  -3.50  4.90  -0.001
C  -1.15  -4.20  4.27  -0.001
C  -0.64  -3.66  3.10  0.000
N  0.36  -4.07  2.25  0.003
H  2.38  -3.61  0.45  0.000
H  1.01  -4.02  -0.60  0.000
H  2.30  -1.45  -0.24  0.001
H  2.32  -2.88  -2.33  0.000
H  1.95  -1.15  -2.46  -0.001
H  -3.71  -1.61  -1.72  0.000
H  -5.18  -2.31  -3.57  0.000
H  -4.28  -3.37  -5.58  0.000
H  -1.85  -3.82  -5.81  0.000
H  0.60  -3.32  -4.42  0.000
H  -2.48  -0.79  2.86  0.000
H  -3.40  -1.76  4.92  0.000
H  -2.59  -3.88  5.82  0.000
H  -0.76  -5.13  4.67  0.000
H  0.90  -4.92  2.35  0.000
C  -3.90  1.74  -1.35  0.003
C  -2.57  1.11  -1.19  0.003
N  -2.30  0.20  -0.28  -0.052
O  -3.33  -0.13  0.57  -0.006
C  -1.45  1.44  -2.02  -0.054
C  -1.44  2.46  -3.11  -0.007
N  -0.41  0.72  -1.69  0.001
O  0.75  0.74  -2.18  0.191
H  -4.69  1.06  -1.02  0.000
H  -4.07  2.04  -2.38  0.000
H  -3.98  2.63  -0.73  0.001
H  -3.20  -1.02  0.92  0.001
H  -1.84  3.41  -2.76  -0.002
H  -2.04  2.14  -3.96  -0.003
H  -0.42  2.60  -3.46  0.001
C  1.52  3.41  5.12  -0.001
C  0.24  3.34  4.57  0.000
C  0.03  2.61  3.41  -0.001
C  1.10  1.96  2.81  -0.005
C  2.37  2.02  3.36  -0.002
C  2.58  2.74  4.52  -0.001
As  0.88  1.18  1.02  -0.009
C  2.71  0.89  0.45  -0.001
C  3.53  -0.16  0.82  0.000
C  4.82  -0.24  0.30  -0.001
C  5.26  0.72  -0.61  0.000
C  4.45  1.77  -0.98  -0.001
C  3.16  1.88  -0.45  0.000
C  2.21  2.96  -0.69  0.000
C  2.43  4.09  -1.47  -0.001
C  1.47  5.09  -1.52  -0.002
C  0.29  4.97  -0.80  0.000
C  0.04  3.84  -0.04  -0.002
C  0.98  2.84  0.01  -0.003
H  1.68  3.98  6.02  0.000
H  -0.58  3.87  5.03  0.000
H  -0.97  2.55  2.98  0.000
H  3.21  1.51  2.89  0.000
H  3.57  2.80  4.95  0.000
H  3.20  -0.88  1.56  0.000
H  5.49  -1.04  0.61  0.000
H  6.27  0.66  -1.00  0.000
H  4.82  2.52  -1.67  0.000
H  3.35  4.20  -2.03  0.000
H  1.65  5.97  -2.12  0.000
H  -0.45  5.76  -0.85  0.000
H  -0.89  3.75  0.52  0.000

HOMO (spin up / spin down) = -15.56 / -15.56 eV
⟨S²⟩ = 0.8428
2S+1 = 2
Kohn-Sham gap (spin up / spin down) = 0.1442 / 0.1746 hartree
Charge = +3

---

Molecular formula: C38H35CuN6O5PS
Method: DFT, ωB97M-V/def2-TZVPD

Last column: natural (NBO) charge in e.
Element x y z (Å)
Cu  1.31  0.75  0.40  0.848
C  -5.12  -4.66  1.07  -0.269
O  -4.67  -5.43  -0.05  -0.451
C  -3.38  -5.52  -0.29  0.387
C  -3.01  -6.29  -1.41  -0.264
C  -1.69  -6.49  -1.69  -0.132
C  -0.69  -5.90  -0.91  -0.048
C  -1.05  -5.13  0.20  -0.106
C  -2.38  -4.94  0.52  -0.326
N  0.61  -6.22  -1.26  -0.059
N  1.64  -5.63  -0.92  -0.102
C  1.88  -4.35  -0.50  0.080
C  2.91  -4.21  0.46  -0.146
C  3.21  -3.00  1.01  -0.288
C  2.55  -1.81  0.59  0.461
O  2.81  -0.69  1.08  -0.669
C  1.54  -1.93  -0.47  0.075
N  0.93  -0.79  -0.87  -0.501
C  0.07  -0.83  -1.87  0.079
C  -0.21  -2.02  -2.57  -0.213
C  0.38  -3.18  -2.16  -0.150
C  1.25  -3.17  -1.06  -0.030
H  -6.20  -4.77  1.09  0.220
H  -4.90  -3.60  0.93  0.224
H  -4.69  -5.04  2.00  0.172
H  -3.80  -6.72  -2.01  0.240
H  -1.39  -7.10  -2.54  0.233
H  -0.29  -4.70  0.84  0.212
H  -2.65  -4.35  1.38  0.237
H  3.41  -5.10  0.80  0.238
H  3.97  -2.92  1.77  0.232
H  -0.41  0.11  -2.14  0.230
H  -0.89  -2.00  -3.41  0.243
H  0.19  -4.10  -2.69  0.231
N  1.58  0.49  3.35  -0.334
C  1.29  0.86  4.62  -0.035
C  0.15  1.63  4.56  -0.336
C  -0.18  1.67  3.19  -0.028
N  0.69  0.98  2.46  -0.368
H  2.34  -0.05  2.98  0.440
H  1.90  0.56  5.45  0.227
H  -0.37  2.10  5.38  0.242
H  -1.02  2.16  2.72  0.227
N  -0.44  2.26  -0.40  -0.898
C  -1.77  1.71  -0.53  0.195
C  -2.65  2.19  -1.48  -0.282
C  -3.93  1.66  -1.59  -0.181
C  -4.33  0.64  -0.74  -0.311
C  -3.44  0.13  0.20  -0.174
C  -2.16  0.65  0.29  -0.304
S  -6.06  0.11  -0.73  2.419
O  -6.02  -1.28  -0.29  -1.044
O  -6.65  1.02  0.24  -1.007
O  -6.52  0.29  -2.09  -1.013
H  -0.28  2.94  -1.14  0.379
H  -0.30  2.71  0.50  0.380
H  -2.34  3.00  -2.14  0.200
H  -4.63  2.02  -2.33  0.246
H  -3.77  -0.68  0.84  0.232
H  -1.44  0.24  1.00  0.207
C  4.55  2.22  0.01  -0.930
P  2.73  2.50  -0.08  0.770
C  2.50  3.15  -1.77  -0.261
C  2.42  2.14  -2.74  -0.231
C  2.19  2.45  -4.07  -0.197
C  2.01  3.77  -4.45  -0.203
C  2.09  4.78  -3.51  -0.205
C  2.34  4.47  -2.17  -0.243
C  2.45  3.80  1.16  -0.359
C  3.01  3.55  2.42  -0.153
C  2.70  4.34  3.51  -0.217
C  1.79  5.39  3.37  -0.211
C  1.22  5.64  2.14  -0.188
C  1.54  4.85  1.04  -0.235
H  4.74  1.36  0.65  0.242
H  5.08  3.09  0.42  0.237
H  4.92  2.00  -0.99  0.247
H  2.53  1.11  -2.43  0.219
H  2.13  1.65  -4.80  0.218
H  1.80  4.02  -5.49  0.221
H  1.96  5.81  -3.80  0.220
H  2.45  5.28  -1.46  0.221
H  3.70  2.72  2.54  0.203
H  3.14  4.13  4.47  0.217
H  1.54  6.00  4.23  0.220
H  0.50  6.45  2.03  0.220
H  1.06  5.06  0.09  0.218

HOMO (spin up / spin down) = -7.26 / -7.26 eV
⟨S²⟩ = 0.8152
2S+1 = 2
Kohn-Sham gap (spin up / spin down) = 0.2090 / 0.1629 hartree